Record 1
The following is a quantum chemistry calculation of a structure of composition C14H28Cl14, from the OMol25 dataset.

Values from the calculation:
Energy: -6991.99728 Eh
Maximum force: 0.2255 hartree/bohr
M: 692.72 g/mol
LUMO energy: 0.0 eV
HOMO-LUMO gap: 0.287 Ha
Net charge: 0
Energy above the lowest of the compared OMol25 structures with the same formula, charge and spin: 606.2 kcal per mole

Geometry as XYZ:
```
56
Properties=species:S:1:pos:R:3:forces:R:3:mulliken_charge:R:1
Cl -25.933 20.579 -22.693 0.05 -0.23 -0.30 -0.1915
C -24.385 19.958 -22.037 -0.29 0.23 0.55 -0.5660
C -24.122 20.654 -20.689 -0.40 -2.71 -3.62 0.2073
Cl -25.162 20.258 -19.324 -2.18 -1.69 -2.11 -0.1070
H -23.574 20.192 -22.727 -0.08 0.64 0.01 0.3298
H -24.369 18.868 -22.076 -0.54 0.02 0.63 0.4174
H -24.048 21.726 -20.872 -0.87 -0.58 -0.83 0.2619
H -23.084 20.443 -20.433 -1.80 -1.60 -0.54 0.2714
Cl -21.720 23.772 -17.444 -2.83 -2.10 2.62 -0.2112
C -23.254 23.620 -18.344 1.09 -3.04 -0.61 -0.1781
C -23.506 22.158 -18.872 0.59 4.70 0.28 -3.4089
Cl -22.065 21.578 -19.641 -0.94 -0.41 2.59 -0.2601
H -23.162 24.259 -19.222 0.30 -1.24 0.47 -0.0381
H -24.120 23.946 -17.768 2.01 -1.19 0.90 0.8601
H -24.330 22.196 -19.584 0.97 1.17 1.12 0.9317
H -23.707 21.520 -18.011 0.04 2.32 -1.77 0.7973
Cl -20.870 24.891 -19.319 4.05 2.16 -5.40 -0.2709
C -21.686 24.281 -20.757 1.53 1.14 -1.09 1.3209
C -22.460 25.437 -21.304 -0.55 0.61 -2.03 -0.7252
Cl -23.741 25.902 -20.194 0.94 1.75 -11.42 -0.0489
H -22.153 23.353 -20.427 -0.38 1.15 -0.90 -1.1196
H -20.943 24.008 -21.505 0.19 -0.05 0.02 0.4838
H -22.919 25.155 -22.251 -0.41 -0.43 0.05 0.4181
H -21.968 26.355 -21.625 1.06 -0.34 0.57 0.4249
Cl -22.260 18.370 -14.747 -0.14 -0.63 0.29 -0.1845
C -22.443 20.129 -14.806 0.52 -0.20 0.11 -0.5792
C -22.209 20.581 -16.241 -1.53 0.74 1.47 0.0257
Cl -23.692 20.254 -17.166 0.56 -4.83 4.31 -0.3174
H -21.705 20.544 -14.119 0.03 0.01 -0.24 0.3989
H -23.419 20.375 -14.388 -0.07 0.05 -0.48 0.4713
H -21.373 20.169 -16.807 -2.36 -0.22 1.67 -0.1566
H -22.074 21.661 -16.186 -0.25 0.02 -0.20 0.1647
Cl -24.951 25.454 -16.336 0.32 1.15 6.33 -0.2395
C -23.167 25.688 -16.511 -0.49 1.06 -0.84 0.3121
C -22.842 26.077 -17.995 0.96 2.83 5.23 1.8104
Cl -23.220 27.854 -18.256 -0.32 -0.07 0.66 -0.1607
H -22.762 24.685 -16.375 -1.01 1.65 1.49 -0.1451
H -22.813 26.413 -15.778 -0.24 -0.06 -0.08 0.5299
H -23.364 25.463 -18.729 2.35 1.62 3.55 -2.4845
H -21.789 26.107 -18.276 -1.19 0.45 1.43 0.3727
Cl -25.110 25.173 -18.653 -10.37 -1.52 -2.55 -0.1725
C -25.983 23.601 -18.634 -1.64 -0.05 0.19 0.5994
C -26.675 23.239 -19.936 -0.24 0.49 -0.44 -0.4728
Cl -28.251 24.099 -20.015 0.18 0.07 -0.29 -0.2036
H -26.771 23.709 -17.889 0.19 -0.08 0.23 0.6208
H -25.322 22.781 -18.355 -0.53 0.63 0.34 -0.3472
H -26.936 22.188 -20.061 0.23 0.02 0.54 0.2519
H -26.078 23.501 -20.809 -0.11 0.25 0.00 0.2834
Cl -19.866 22.283 -19.477 6.49 0.04 0.37 -0.1815
C -19.846 22.031 -17.717 1.11 -2.16 0.90 0.4783
C -19.744 20.540 -17.403 1.66 0.20 -1.39 -0.7197
Cl -19.555 20.255 -15.627 1.20 0.19 -0.95 -0.1655
H -20.788 22.417 -17.330 1.79 -1.73 -0.22 -0.9690
H -19.003 22.509 -17.218 0.04 0.39 -0.49 0.5386
H -18.922 20.129 -17.990 0.28 -0.28 0.59 0.5968
H -20.648 20.052 -17.766 1.06 -0.30 -0.68 0.4452
```
Positions in Å, forces in eV/Å.

Record 2
The following is a quantum chemistry calculation of a cluster of 3 separate species, C14H28Cl2FO14P2S2 in total, from the OMol25 dataset.

Values from the calculation:
Energy: -4102.91624 Eh
Maximum force: 0.0948 hartree/bohr
M: 636.35 g/mol
LUMO energy: 2.0 eV
HOMO-LUMO gap: 0.229 Ha
Net charge: -1

Geometry as XYZ:
```
63
Properties=species:S:1:pos:R:3:forces:R:3:mulliken_charge:R:1
C -3.380 -3.973 1.654 -0.49 -0.14 -0.46 -0.9772
C -3.293 -2.371 1.514 -0.83 -0.24 0.85 0.6752
O -4.606 -1.868 1.986 0.79 -0.40 0.57 -0.6352
C -2.199 -1.657 2.420 -0.86 -0.58 0.49 -0.9859
P -0.399 -1.663 1.826 -0.46 0.45 -0.70 1.1450
Cl 1.737 -1.571 1.362 1.42 -1.08 -0.35 -0.2786
C -0.710 -1.173 -0.014 0.89 -0.76 -1.01 -0.7427
C -0.348 -2.320 -1.075 -1.03 0.36 -0.77 0.7743
C -1.521 -3.365 -1.379 1.00 -0.85 -0.17 -1.2891
O -0.095 -1.613 -2.357 -0.89 -0.76 -0.04 -0.5764
P -0.124 0.531 2.327 1.48 1.07 2.25 -0.0049
O 1.439 1.015 1.787 -2.47 1.22 -1.07 -0.4055
Cl -1.538 1.711 1.278 0.31 -0.15 -0.48 -0.3178
O 0.075 -1.848 3.515 1.17 -1.41 0.33 -0.6443
C 0.347 -3.185 3.958 -2.84 0.33 -0.02 -0.6308
C 0.195 -4.147 2.665 0.06 -0.65 1.42 0.0126
C 1.520 -5.058 2.550 1.80 0.25 -0.21 -0.6438
C 2.363 -4.866 1.213 -0.58 -0.57 -3.01 0.5306
O 2.073 -5.324 0.100 1.20 1.72 4.40 -0.5241
F 3.570 -4.081 1.310 -2.35 -1.77 0.29 -0.2705
O -0.257 -3.397 1.537 0.21 -0.78 1.97 -0.0028
H -4.394 -4.259 2.130 1.60 0.62 -0.63 0.4296
H -2.553 -4.447 2.276 -0.95 0.69 -1.04 0.0686
H -3.423 -4.412 0.588 0.33 0.41 1.78 0.1296
H -3.276 -2.130 0.405 0.18 0.00 1.60 0.0474
H -4.592 -2.048 2.959 -0.07 0.31 -1.20 0.3831
H -2.213 -2.198 3.446 -0.05 0.74 -1.58 0.3503
H -2.495 -0.566 2.668 0.22 -1.70 -0.69 0.1882
H 0.045 -0.321 -0.212 -1.18 -1.47 0.23 0.0331
H -1.739 -0.721 -0.201 1.20 -0.84 0.21 0.6130
H 0.611 -2.893 -0.856 -1.39 0.92 0.11 -0.2284
H -1.541 -4.174 -0.562 -0.26 1.42 -1.15 0.0911
H -1.220 -3.927 -2.347 -0.40 0.81 1.43 0.4956
H -2.542 -2.900 -1.587 1.34 -0.44 0.57 0.3340
H -0.803 -1.915 -2.972 0.88 0.45 0.68 0.3593
H 1.350 1.348 0.858 0.36 -0.52 0.85 0.2611
H -0.585 -3.456 4.598 1.30 0.23 -0.64 0.2657
H 1.204 -3.360 4.697 -0.55 0.64 -1.65 0.2897
H -0.584 -4.916 3.037 0.80 1.14 -1.11 0.0354
H 2.221 -4.797 3.430 -1.10 -0.30 -1.48 0.3114
H 1.295 -6.179 2.670 0.19 1.70 -0.60 0.3316
C -0.340 6.352 -0.311 0.56 0.27 -0.10 -0.3204
C -0.758 6.679 -1.737 -0.42 0.36 0.27 -0.3832
O -0.635 5.450 -2.450 0.31 -0.52 0.45 -0.3226
S -0.964 4.218 -1.442 -0.17 -0.27 0.41 1.0172
O -2.329 3.833 -1.636 1.13 0.08 0.12 -0.5749
O 0.125 3.287 -1.497 -0.89 0.65 -0.29 -0.3796
O -0.863 5.049 -0.053 -0.34 -0.20 -0.83 -0.2713
H 0.749 6.306 -0.220 -0.04 0.06 -0.03 0.2680
H -0.733 7.070 0.409 -0.11 -0.26 0.01 0.2983
H -0.132 7.450 -2.187 0.06 -0.28 -0.10 0.3362
H -1.806 6.991 -1.779 0.06 0.04 0.04 0.2915
C 3.178 3.117 -3.316 -0.88 -0.25 0.12 0.0103
C 2.851 3.896 -4.579 0.31 -0.58 -0.30 -0.3615
O 3.065 5.265 -4.234 0.33 0.19 0.84 -0.3192
S 4.264 5.355 -3.144 -0.13 -0.53 -0.06 1.0939
O 5.479 5.666 -3.837 -0.73 0.01 0.73 -0.5591
O 3.797 6.111 -2.021 0.45 -0.19 -0.87 -0.5188
O 4.301 3.787 -2.737 0.28 1.00 -0.54 -0.3088
H 2.350 3.158 -2.602 0.04 -0.06 -0.12 0.0644
H 3.423 2.075 -3.527 0.20 0.17 0.11 0.3112
H 1.825 3.738 -4.912 0.05 0.26 0.16 0.3335
H 3.539 3.640 -5.391 -0.06 -0.03 0.02 0.2972
```
Positions in Å, forces in eV/Å.

Record 3
The following is a quantum chemistry calculation of a structure of composition C14H28F2N3O8PSn, from the OMol25 dataset.

Values from the calculation:
Energy: -2071.08974 Eh
Maximum force: 0.0558 hartree/bohr
M: 554.07 g/mol
LUMO energy: -10.8 eV
HOMO-LUMO gap: 0.146 Ha
Net charge: +2

Geometry as XYZ:
```
57
Properties=species:S:1:pos:R:3:forces:R:3:mulliken_charge:R:1
C -2.763 4.696 3.456 0.12 -0.05 -0.48 -1.0794
C -2.306 5.007 2.048 0.17 -1.09 0.03 -0.7127
C -2.139 3.749 1.193 -0.41 0.15 0.31 -0.3665
O -2.014 2.520 1.958 -1.48 0.39 -0.99 -0.3539
C -0.798 2.282 2.376 0.61 -0.18 2.80 -0.6016
O 0.065 1.625 1.457 1.21 -1.37 -0.48 -0.2915
C -0.698 0.876 0.453 0.51 -0.62 0.13 -2.8069
C 0.095 -0.136 -0.423 0.53 1.36 0.16 1.7076
C 1.467 0.429 -0.852 0.09 -0.54 -0.71 -1.2160
N 1.542 0.646 -2.291 -0.15 0.28 -0.20 -0.2984
C 2.309 1.837 -2.654 -0.10 -0.38 0.08 -1.1459
N 0.151 -1.425 0.270 -0.85 1.15 -0.64 -0.3414
C 0.291 -2.711 -0.403 0.71 -0.06 0.14 -1.8410
C 1.514 -2.927 -1.242 0.44 -0.09 -0.28 0.4002
C 1.546 -4.347 -1.762 -0.24 0.30 0.06 -1.1813
C 0.298 -4.771 -2.506 0.35 -0.94 0.49 -0.6460
O -0.356 -5.739 -1.698 -0.07 0.23 0.48 -0.5427
N 0.698 -1.335 1.555 0.60 -0.51 1.57 1.0841
C 2.095 -1.557 1.661 -0.24 -1.03 -0.85 0.7430
O 2.905 -0.666 1.647 0.17 1.19 0.86 -0.5129
F 2.466 -2.754 1.877 0.49 -1.32 -0.16 -0.1724
C -0.121 -1.923 2.594 -2.02 1.20 0.05 0.4068
O -1.069 -1.349 3.050 1.18 -0.37 -0.51 -0.3061
F 0.332 -3.031 3.063 0.38 -1.10 0.34 -0.2036
P -1.071 -0.238 -1.890 -1.40 -1.15 1.23 1.1617
O -2.281 -0.743 -1.278 -0.91 -0.66 0.67 -0.7916
O -1.312 1.165 -2.525 0.41 0.69 -0.38 -0.6005
O -0.570 -1.229 -2.987 0.71 0.12 -0.63 -0.4348
H -1.947 4.297 4.030 0.34 -0.15 0.52 0.2558
H -3.552 3.972 3.455 -0.54 -0.42 0.04 0.3090
H -3.130 5.583 3.918 -0.15 0.65 0.52 0.4098
H -1.373 5.527 2.059 0.54 0.64 0.10 0.2936
H -3.034 5.608 1.550 -0.39 0.60 -0.35 0.4272
H -1.298 3.834 0.534 0.66 0.02 -0.42 0.2951
H -3.001 3.609 0.579 -0.67 -0.32 -0.32 0.4639
H -0.294 3.194 2.674 0.57 0.35 0.02 0.4298
H -0.910 1.648 3.324 0.15 0.14 -0.74 0.3799
H -1.488 0.342 0.929 -0.60 -0.45 0.40 0.7380
H -1.182 1.593 -0.176 -0.15 0.59 -0.23 0.9520
H 1.713 1.353 -0.366 -0.12 0.58 0.40 0.5206
H 2.249 -0.261 -0.588 0.39 -0.38 0.34 0.4368
H 1.985 -0.147 -2.726 0.07 -0.22 -0.07 0.3460
H 2.509 1.834 -3.705 0.11 -0.05 -0.61 0.4123
H 1.749 2.725 -2.443 -0.40 0.57 0.22 0.3374
H 3.246 1.887 -2.126 0.57 0.10 0.23 0.3472
H -0.588 -2.893 -0.980 -0.83 0.26 -0.30 0.7876
H 0.282 -3.485 0.344 -0.15 -0.39 0.61 0.5245
H 2.421 -2.799 -0.672 0.52 0.26 0.43 0.1756
H 1.595 -2.260 -2.083 -0.26 0.52 -0.29 -0.0114
H 1.672 -4.994 -0.912 0.05 -0.61 0.29 0.4849
H 2.403 -4.466 -2.389 0.65 -0.07 -0.36 0.5086
H -0.359 -3.950 -2.712 -0.36 0.61 -0.36 0.3874
H 0.600 -5.247 -3.418 0.00 -0.09 -0.78 0.3558
H -1.281 -5.757 -1.933 -0.41 -0.24 -0.14 0.3226
H -0.762 1.859 -2.161 0.30 0.46 -0.38 0.3546
H -0.106 -0.745 -3.679 0.21 -0.13 -0.41 0.3441
Sn 1.600 0.189 3.528 -0.90 1.55 -1.48 1.3548
```
Positions in Å, forces in eV/Å.

Question: The lowest M belongs to which entry?
Answer: C14H28F2N3O8PSn

Question: Which of these has the lowest net charge?
Answer: C14H28Cl2FO14P2S2

Question: Which formula does entry 2 have?
Answer: C14H28Cl2FO14P2S2